# 1
The following is a DFT calculation (wB97M-V/def2-TZVPD) of C3H3AgLiO3 as an isolated structure in a non-equilibrium geometry.

The total charge is +1. The HOMO energy (spin up / spin down) comes out at -0.37877 / -0.37872 Ha. Its energy above the lowest of the compared OMol25 structures with the same formula, charge and spin is 628.1 kJ/mol.

Structure (XYZ):
```
11
Properties=species:S:1:pos:R:3:lowdin_charge:R:1
H -2.397 -1.222 -1.273 0.2115
C -1.585 -0.753 -0.066 -0.1099
C -0.253 -0.088 -0.035 -0.2748
O 0.020 0.246 1.317 -0.1246
C 1.118 0.989 1.601 -0.3823
O 1.852 1.275 0.630 -0.1801
O -1.588 -1.837 -0.744 -0.0471
Ag 3.362 2.493 2.555 0.7988
H -0.300 0.789 -0.706 0.1263
H 0.565 -0.714 -0.436 0.1143
Li -0.794 -1.179 -2.842 0.8679
```

---

# 2
The following is a DFT calculation (wB97M-V/def2-TZVPD) of a 2-piece molecular cluster, C3H3BN2 overall in a non-equilibrium geometry.

The total charge is 0. The HOMO energy comes out at -0.38070 Ha. Its energy above the lowest of the compared OMol25 structures with the same formula, charge and spin is 126.8 kJ/mol.

Structure (XYZ):
```
9
Properties=species:S:1:pos:R:3:lowdin_charge:R:1
B 0.704 -0.108 0.105 -0.1239
C 1.397 0.731 -0.958 -0.1397
C 1.122 -1.436 0.665 -0.1455
C -1.433 0.487 0.285 -0.0058
N 1.790 1.260 -1.925 0.1635
N 1.508 -2.464 0.964 0.1789
H -1.759 -0.049 1.184 -0.0089
H -1.753 -0.025 -0.725 0.0542
H -1.577 1.604 0.405 0.0271
```

---

Repeat the second record exactly.
The following is a DFT calculation (wB97M-V/def2-TZVPD) of a 2-piece molecular cluster, C3H3BN2 overall in a non-equilibrium geometry.

The total charge is 0. The HOMO energy comes out at -0.38070 Ha. Its energy above the lowest of the compared OMol25 structures with the same formula, charge and spin is 126.8 kJ/mol.

Structure (XYZ):
```
9
Properties=species:S:1:pos:R:3:lowdin_charge:R:1
B 0.704 -0.108 0.105 -0.1239
C 1.397 0.731 -0.958 -0.1397
C 1.122 -1.436 0.665 -0.1455
C -1.433 0.487 0.285 -0.0058
N 1.790 1.260 -1.925 0.1635
N 1.508 -2.464 0.964 0.1789
H -1.759 -0.049 1.184 -0.0089
H -1.753 -0.025 -0.725 0.0542
H -1.577 1.604 0.405 0.0271
```